1.
16
Properties=species:S:1:pos:R:3:forces:R:3 method="wB97M-V/def2-TZVPD" total_energy_ev=-19693.313 e_homo_ev="-7.72 / -8.05" e_above_lowest_kcal_mol=73.4 lumo_energy_ha="-0.0329 / -0.0260" total_charge=0 orbital_gap_ev="6.823 / 7.338"
C -1.252 0.525 0.148 -0.56 0.18 -0.05
H -1.663 1.564 1.968 -0.17 0.09 -0.01
C -0.916 1.252 1.258 0.14 0.00 -0.03
H 0.353 -0.549 -2.616 -0.02 0.00 -0.02
H 0.649 2.226 2.374 0.02 -0.02 -0.03
N 2.067 -2.886 -0.574 0.04 -0.20 -0.04
C -0.368 -0.127 -0.672 3.96 -1.61 2.79
H -0.428 -1.910 -1.824 0.00 -0.03 0.00
H -1.408 -0.555 -2.437 -0.01 -0.05 -0.05
C 0.497 1.576 1.516 0.27 -0.42 -0.08
C 1.675 -1.927 -0.050 0.55 -0.92 -0.33
H -2.303 0.431 -0.111 -0.12 0.02 -0.03
H 0.998 1.968 0.626 -0.04 0.06 0.16
C 1.177 -0.769 0.436 -4.02 2.82 -2.26
C -0.468 -0.826 -1.952 -0.15 0.02 -0.16
S 1.391 0.006 1.909 0.10 0.07 0.15



2.
22
Properties=species:S:1:pos:R:3:forces:R:3 method="wB97M-V/def2-TZVPD" total_energy_ev=-12449.421 e_homo_ev="-14.29 / -13.88" e_above_lowest_kcal_mol=109.8 lumo_energy_ha="-0.1209 / -0.3099" total_charge=+1 multiplicity=2 orbital_gap_ev="10.998 / 5.448"
H -1.472 -2.692 -0.174 -2.81 0.32 2.17
H -0.138 2.877 0.673 -1.33 -0.01 -0.64
C -0.808 -0.946 1.125 -2.43 1.36 -0.67
O -0.901 -2.964 -0.821 2.46 -1.65 -1.02
H 0.861 0.593 -0.420 0.89 -0.26 0.73
C 0.540 -1.218 0.380 -0.59 -2.75 0.00
H -1.524 -1.778 1.109 0.80 -0.55 0.06
H 0.991 -2.062 1.000 -0.02 1.31 -0.69
H -0.709 -0.736 2.191 0.09 0.67 -0.22
H -0.481 2.921 -0.898 -0.02 -0.73 1.93
H 1.198 3.027 0.488 3.23 0.13 -1.10
C 0.017 -1.910 -0.955 -0.57 -0.43 0.84
N -1.622 0.106 0.408 2.91 -1.96 0.43
H 2.694 3.040 -0.179 3.67 -1.14 1.20
O 1.826 3.264 -0.245 -5.18 1.22 -0.32
H 2.230 -0.226 -0.061 4.01 -0.81 -1.04
H 0.821 -2.388 -1.447 1.07 0.38 -1.03
N 1.352 -0.063 0.224 -5.35 0.86 0.38
H -1.484 0.242 -0.626 -0.73 -0.41 1.31
H -1.463 0.937 0.916 -0.84 1.67 0.13
H -0.629 -1.253 -1.483 0.75 1.72 -1.30
O -0.613 2.406 -0.036 -0.02 1.07 -1.16



3.
67
Properties=species:S:1:pos:R:3:forces:R:3 method="wB97M-V/def2-TZVPD" total_energy_ev=-322223.644 e_homo_ev=-3.91 e_above_lowest_kcal_mol=44.8 lumo_energy_ha=0.0187 total_charge=-1 orbital_gap_ev=4.416
H -2.354 2.810 -5.320 -0.01 0.00 -0.05
H 3.918 -3.913 1.510 -0.03 0.04 -0.05
C -0.690 -1.021 -4.276 -0.02 -0.11 0.11
H 4.151 -2.164 1.369 0.01 0.00 -0.04
H 0.903 2.486 -3.004 -0.07 -0.05 -0.05
C 1.010 -2.872 -0.055 0.29 -1.19 -0.11
H -4.468 3.370 -3.651 -0.05 0.00 -0.02
H 5.135 -1.849 6.105 -0.03 -0.03 -0.01
H -1.088 -1.883 -3.764 0.00 0.00 0.00
H 5.518 -0.188 5.646 0.02 0.00 0.01
C -1.476 0.915 1.628 0.63 -0.24 -0.02
C -1.476 3.080 0.938 0.21 0.06 0.00
Se -5.854 2.255 -1.179 -0.30 -0.35 0.38
N -0.833 1.891 0.942 -0.17 0.16 0.23
H -5.155 1.358 2.480 -0.05 0.05 -0.08
B 0.176 2.459 -4.005 -0.07 -0.09 -0.15
H -0.865 -1.456 -6.444 -0.01 -0.04 -0.04
S 4.654 -3.014 3.478 0.02 -0.58 0.29
H 3.649 -1.058 4.237 -0.04 0.05 -0.01
N 0.072 0.980 -4.504 0.16 0.21 0.20
Sb -5.241 -0.112 -0.976 -0.11 0.14 0.05
O 3.895 -3.802 4.422 0.25 0.13 -0.10
H -0.029 -2.118 -1.821 -0.02 0.04 0.04
H -5.280 2.949 1.935 0.09 -0.16 0.04
C -2.379 2.973 -4.256 0.11 0.03 0.02
C -0.593 -0.791 -5.645 0.06 0.12 0.00
H 2.891 0.163 1.822 0.03 0.04 0.01
C -3.425 3.277 -3.418 0.05 0.07 0.02
N -0.278 0.041 -3.588 0.32 -0.04 -0.58
N 1.584 -2.209 1.007 -0.13 0.12 0.31
C 0.486 -1.953 -0.891 -0.17 0.25 -0.23
H 1.344 0.086 2.684 0.01 -0.04 0.01
H 0.602 3.154 -4.894 -0.01 -0.05 0.12
N 1.136 -4.307 -0.270 0.21 0.27 -0.29
N -4.710 2.276 2.437 -0.30 0.13 0.01
C -2.735 3.291 1.444 -0.02 -0.25 0.22
C 1.807 0.184 1.700 -0.03 -0.03 -0.01
C -2.688 1.025 2.232 -0.21 0.31 0.03
C 2.222 -2.750 2.211 -0.10 -0.11 -0.10
N 0.709 -0.708 -0.363 0.29 -0.37 0.17
Se -5.666 -1.578 -2.834 -0.16 0.03 0.05
H -0.975 -0.049 1.672 -0.05 0.08 -0.09
N -1.537 3.095 -2.207 -0.04 0.50 -0.40
H 1.746 -3.695 2.463 0.10 0.19 0.03
H -3.342 3.486 -1.205 0.01 -0.07 -0.02
H 2.009 -2.048 3.013 0.09 0.05 0.04
C 1.358 -0.895 0.780 0.11 0.06 -0.10
H -3.149 0.167 2.696 0.00 -0.02 -0.01
C 3.722 -2.952 1.988 -0.29 0.04 -0.33
N -1.251 2.870 -3.531 0.25 0.03 -0.01
C -3.422 2.214 2.051 0.28 -0.07 -0.27
O 1.808 -4.925 0.568 -0.87 0.20 -1.13
O 6.000 -3.379 3.118 -0.05 -0.03 0.10
H 5.085 -0.748 3.228 0.01 0.04 0.00
C 5.531 -1.224 5.308 -0.08 0.02 -0.06
C -2.850 3.327 -2.149 0.25 0.27 -0.03
O 0.627 -4.757 -1.291 0.63 0.28 1.45
Se -5.358 -1.079 1.273 -0.08 0.17 -0.16
H -0.928 3.902 0.487 -0.17 -0.06 -0.13
H 1.489 1.146 1.302 0.04 -0.04 0.00
H -3.202 4.262 1.355 -0.03 0.01 -0.05
H 0.080 1.130 -6.593 0.01 0.03 -0.05
Y -0.525 1.114 -1.476 2.07 1.46 0.35
H 6.561 -1.516 5.116 0.02 -0.01 -0.04
C -0.115 0.506 -5.738 -0.07 -0.12 0.00
C 4.681 -1.347 4.045 0.09 0.38 0.26
Se -2.621 0.120 -1.341 -2.88 -1.91 0.32



4.
45
Properties=species:S:1:pos:R:3:forces:R:3 method="wB97M-V/def2-TZVPD" total_energy_ev=-45959.680 e_homo_ev="-9.83 / -11.70" e_above_lowest_kcal_mol=1.1 lumo_energy_ha="-0.1001 / -0.2376" total_charge=+1 multiplicity=3 orbital_gap_ev="7.107 / 5.237"
P 0.382 -2.104 1.121 -0.24 -0.37 -0.48
N 3.800 2.304 2.379 -0.95 -0.85 -0.69
P 0.003 2.048 -0.644 -1.39 0.15 -0.96
H 1.857 -3.629 2.376 0.00 0.25 -0.03
H 2.726 -2.210 1.708 -0.33 -0.05 0.05
N 1.651 1.351 1.689 0.18 -0.38 0.46
H -1.806 0.256 -4.111 -0.01 -0.16 -0.13
C -0.934 -1.706 -3.796 0.46 -0.05 0.17
H -1.092 -2.037 -4.817 -0.09 -0.10 0.16
C -1.015 0.045 -2.156 0.60 -0.21 -0.11
C 1.791 -2.552 2.173 -0.08 -0.35 0.32
H -2.129 0.348 3.398 0.10 -0.02 -0.60
H 1.163 3.141 -2.456 0.09 -0.03 0.04
C -1.302 -0.421 -3.434 -0.20 0.17 0.21
H -1.543 3.520 0.483 0.27 -0.10 -0.12
C -1.144 -2.936 1.670 0.07 -0.28 0.38
H -1.001 0.166 2.273 -1.41 -0.07 0.43
N 4.464 3.635 4.365 -0.55 -1.05 -1.52
H -0.583 4.387 -0.760 -0.01 -0.10 0.22
H -2.647 0.612 1.182 -0.83 1.01 -1.16
H -1.662 2.101 -2.459 0.11 -0.16 -0.08
H -0.008 -3.547 -3.135 -0.02 0.13 0.11
C 1.380 2.322 -1.765 0.49 0.40 0.04
C -0.033 -2.025 -1.588 0.11 0.01 -1.26
H -2.218 1.318 -0.889 1.17 0.12 -1.22
C 4.111 3.003 3.440 0.49 1.41 1.89
H 1.610 1.419 -2.339 -0.13 0.08 0.17
H -1.425 -2.554 2.660 0.00 -0.18 -0.32
C -0.290 -2.533 -2.869 -0.43 0.40 0.28
H 2.254 2.569 -1.149 -0.03 0.06 -0.30
H -3.869 0.711 0.148 0.13 0.15 0.17
H 1.765 -2.859 -0.709 -0.39 0.00 -0.08
O -1.987 0.087 2.469 1.46 -0.13 0.72
H 1.662 -2.005 3.118 0.12 -0.24 -0.18
N -0.321 -0.740 -1.303 -0.56 -0.61 -0.23
H -0.997 -4.026 1.717 -0.01 0.30 0.06
H 0.331 -3.910 -0.562 0.13 0.37 -0.11
C 2.651 1.841 2.078 1.21 0.74 0.31
H -1.969 -2.732 0.970 0.37 0.11 0.17
H 0.173 3.911 0.798 -0.20 0.16 -0.11
C -0.551 3.623 0.027 0.17 0.34 0.01
C 0.672 -2.863 -0.546 0.20 0.15 0.51
C -1.364 1.412 -1.663 -0.18 0.16 -0.14
Pd 0.462 0.141 0.545 0.89 -0.13 0.99
O -3.016 1.117 0.360 -0.79 -1.06 1.95